Entry 1:
Here is a 2-piece molecular cluster, C12H22O10S2 overall in a non-equilibrium geometry from the Open Molecules 2025 dataset. Energies are from ωB97M-V with the def2-TZVPD basis set.

Each line ends with the natural charge from an NBO analysis.
Cartesian coordinates (Å):
C 4.983 0.331 0.271  -0.733
C 4.160 1.070 -0.750  0.805
O 4.291 2.217 -1.004  -0.527
O 3.231 0.289 -1.383  -0.561
C 1.857 0.486 -0.989  -0.067
C 1.446 -0.615 -0.016  -0.434
C 0.142 -0.377 0.758  -0.406
C -0.979 0.344 -0.002  -0.447
C -1.100 1.851 0.171  -0.084
O -0.570 2.551 -0.990  -0.717
S -0.141 4.075 -0.770  1.787
O -0.118 4.613 -2.097  -0.876
O 1.556 3.827 -0.482  -0.920
S 2.204 4.168 0.930  2.388
C 2.263 2.594 1.741  -0.917
O 1.300 5.021 1.640  -0.945
O 3.544 4.566 0.671  -0.894
H 4.444 0.333 1.224  0.227
H 5.933 0.849 0.401  0.241
H 5.159 -0.700 -0.033  0.237
H 1.759 1.482 -0.547  0.182
H 1.287 0.460 -1.917  0.199
H 1.349 -1.551 -0.573  0.211
H 2.276 -0.752 0.684  0.207
H 0.315 0.125 1.717  0.196
H -0.252 -1.363 1.019  0.238
H -1.928 -0.065 0.344  0.240
H -0.916 0.118 -1.071  0.220
H -2.159 2.112 0.243  0.198
H -0.621 2.210 1.086  0.183
H 1.959 2.750 2.774  0.261
H 3.303 2.267 1.703  0.259
H 1.640 1.860 1.239  0.241
C -5.406 -4.328 -1.041  -0.628
C -4.236 -3.401 -0.842  0.066
C -2.880 -4.055 -0.659  -0.094
O -2.186 -3.085 0.139  -0.498
C -3.111 -2.400 0.852  0.974
O -2.854 -1.650 1.739  -0.584
O -4.352 -2.680 0.405  -0.490
H -6.338 -3.803 -0.840  0.238
H -5.426 -4.690 -2.068  0.226
H -5.349 -5.183 -0.367  0.217
H -4.190 -2.656 -1.641  0.185
H -2.337 -4.231 -1.583  0.209
H -2.952 -4.983 -0.087  0.186

The calculation puts the orbital gap at 10.60 eV. As for the charge: 0. The HOMO energy comes out at -10.28 eV.

Entry 2:
Here is C12H23BBr2N4OPbS2Si as an isolated structure from the Open Molecules 2025 dataset. Energies are from ωB97M-V with the def2-TZVPD basis set.

Each line ends with the natural charge from an NBO analysis.
Cartesian coordinates (Å):
Pb 1.252 1.708 -0.652  1.296
C 1.202 -3.882 2.107  -0.416
N 1.741 -2.591 2.543  -0.274
C 2.368 -2.371 3.736  -0.036
C 2.702 -1.050 3.769  -0.015
N 2.248 -0.469 2.618  -0.443
B 2.407 1.048 2.291  0.269
N 1.142 1.814 2.774  -0.515
C 0.419 1.541 3.920  -0.062
C -0.479 2.535 4.099  -0.041
N -0.302 3.423 3.062  -0.325
C -1.030 4.678 2.876  -0.413
C 0.695 2.980 2.278  0.267
S 1.260 3.830 0.871  -0.301
C 1.682 -1.426 1.873  0.173
S 1.051 -1.243 0.252  0.628
H 1.706 -4.666 2.665  0.246
H 1.387 -4.015 1.045  0.235
H 0.133 -3.925 2.302  0.239
H 2.534 -3.160 4.449  0.263
H 3.237 -0.488 4.515  0.264
H 2.524 1.137 1.072  -0.134
H 3.407 1.459 2.796  0.014
H 0.602 0.669 4.522  0.241
H -1.215 2.695 4.866  0.256
H -1.886 4.677 3.544  0.237
H -1.366 4.755 1.846  0.235
H -0.383 5.521 3.111  0.241
Br -1.746 1.534 0.457  0.065
C -2.645 0.804 -1.107  -0.509
Br -1.407 0.167 -2.425  0.109
H -3.234 1.605 -1.533  0.256
H -3.251 -0.026 -0.766  0.254
C 4.376 -2.874 0.168  -1.160
Si 3.466 -2.146 -1.275  1.870
C 4.539 -1.134 -2.384  -1.153
C 2.382 -3.367 -2.148  -1.160
O 2.402 -0.917 -0.606  -1.025
H 5.208 -3.481 -0.200  0.277
H 3.755 -3.531 0.779  0.231
H 4.802 -2.098 0.807  0.254
H 5.277 -1.776 -2.871  0.275
H 5.090 -0.373 -1.829  0.257
H 3.963 -0.648 -3.173  0.253
H 2.991 -4.169 -2.571  0.275
H 1.839 -2.901 -2.972  0.258
H 1.654 -3.834 -1.482  0.244

The calculation puts the orbital gap at 7.40 eV. As for the charge: +2. The HOMO energy comes out at -14.38 eV.